A 2-piece molecular cluster, C9H14O overall, computed with wB97M-V/def2-TZVPD.

Atoms and positions in Å:
C  -0.121  -0.820  2.440
C  -0.804  0.131  1.489
C  -2.112  0.013  1.041
C  -2.524  0.981  0.131
C  -1.743  2.057  -0.261
O  -2.291  3.122  -0.899
C  -0.375  2.006  0.028
C  0.104  0.976  0.831
H  0.248  -1.713  1.907
H  -0.747  -1.388  3.137
H  0.536  -0.296  3.137
H  -2.739  -0.822  1.321
H  -3.541  0.925  -0.243
H  -1.645  3.715  -1.269
H  0.304  2.581  -0.600
H  1.178  0.957  0.974
C  2.541  -1.020  -1.846
C  1.481  -2.091  -1.514
H  2.516  -0.510  -2.809
H  2.547  -0.209  -1.126
H  3.504  -1.532  -1.694
H  0.651  -2.066  -2.214
H  1.874  -3.105  -1.481
H  1.159  -1.889  -0.481

Atomic forces in eV per Å
-1.048 -1.318 0.738
1.589 -1.276 0.068
1.122 1.014 -0.455
-1.540 0.177 -0.042
0.997 -0.207 0.489
-1.135 -0.492 -0.260
-0.071 -0.826 -0.849
-0.987 1.404 -0.025
0.970 0.742 -0.027
-0.835 0.585 -0.035
0.603 -0.269 -0.627
-0.101 0.190 0.173
-0.023 0.187 -0.012
0.587 0.105 -0.028
0.007 0.338 0.512
-0.108 -0.381 0.358
0.880 -0.673 0.568
-0.038 0.758 0.396
-0.159 -0.565 -0.222
-0.239 0.090 0.272
0.013 0.551 -0.448
-0.270 -0.011 0.221
0.204 0.014 -0.321
-0.420 -0.134 -0.445

## Properties
HOMO energy (eV): -8.3175
Structure (SMILES): Cc1ccc(O)cc1.CC
E_LUMO (Eh): 0.03084
E_tot (eV): -11606.62370
Frontier orbital gap (Eh): 0.33650
Energy relative to the best compared isomer or geometry (same formula, charge and spin) (kJ/mol): 97.7

Charges computed using Mulliken, reported in e: atom 1 (C): -1.38, atom 2 (C): 0.51, atom 3 (C): -0.61, atom 4 (C): -0.38, atom 5 (C): 0.56, atom 6 (O): -0.53, atom 7 (C): -0.37, atom 8 (C): -0.57, atom 9 (H): 0.20, atom 10 (H): 0.42, atom 11 (H): 0.36, atom 12 (H): 0.41, atom 13 (H): 0.36, atom 14 (H): 0.30, atom 15 (H): 0.26, atom 16 (H): 0.44, atom 17 (C): -0.79, atom 18 (C): -0.37, atom 19 (H): 0.29, atom 20 (H): 0.21, atom 21 (H): 0.26, atom 22 (H): 0.25, atom 23 (H): 0.35, atom 24 (H): -0.19